Record 1
{
  "formula": "C21H32Br2F9N2O3S",
  "method": "ωB97M-V/def2-TZVPD",
  "elements": ["Br", "Br", "S", "F", "F", "F", "F", "F", "F", "F", "F", "F", "O", "O", "O", "N", "N", "C", "C", "C", "C", "C", "C", "C", "C", "C", "C", "C", "C", "C", "C", "C", "C", "C", "C", "C", "C", "C", "H", "H", "H", "H", "H", "H", "H", "H", "H", "H", "H", "H", "H", "H", "H", "H", "H", "H", "H", "H", "H", "H", "H", "H", "H", "H", "H", "H", "H", "H", "H", "H"],
  "xyz": [[-2.12, -0.64, -2.10], [0.33, 1.27, 0.01], [-3.11, 1.15, 4.84], [-4.69, 0.82, 5.50], [-3.02, -2.05, 2.08], [-2.91, 2.30, 6.10], [-3.29, 0.65, 2.11], [-3.09, -2.45, 4.42], [-2.39, -0.01, 5.86], [-1.62, 1.70, 4.19], [-4.94, -0.38, 3.51], [-3.89, 2.41, 3.90], [3.77, 2.02, -0.40], [-3.17, 0.72, -6.15], [2.66, 3.32, 1.33], [1.13, -1.38, 0.68], [3.57, -2.12, 1.15], [-4.76, 1.99, -4.77], [1.09, -2.25, 1.95], [4.31, 0.65, -0.27], [2.66, -2.73, 2.20], [3.28, -3.72, 3.38], [-0.23, -2.64, 2.88], [-3.85, 0.86, -7.39], [-0.23, -1.23, -1.60], [-0.19, -2.88, -1.54], [3.32, -0.49, -0.98], [4.77, 4.18, 2.93], [-3.32, 1.78, -5.21], [-3.38, 2.07, -8.19], [-2.65, -1.42, 3.40], [-1.00, -1.27, 3.32], [2.62, -1.32, 0.28], [3.69, -5.10, 2.91], [-3.47, -0.02, 3.46], [-0.01, -0.70, -0.05], [5.15, 3.02, 1.79], [3.81, 2.76, 0.87], [3.96, -1.18, -1.70], [-3.63, -0.04, -7.97], [0.93, -3.24, -1.61], [-0.89, -3.45, 2.35], [-2.73, 1.50, -4.33], [2.52, 0.13, -1.58], [-5.38, 2.36, -5.59], [-0.56, -3.19, -0.46], [-2.89, 2.70, -5.60], [0.20, -3.16, 3.86], [-3.66, 3.00, -7.70], [-0.52, -0.94, 4.37], [-0.81, -0.35, 2.60], [-4.81, 2.72, -3.96], [-5.21, 1.05, -4.43], [-3.83, 2.06, -9.19], [5.50, 2.07, 2.40], [3.92, 3.81, 3.67], [3.11, -6.09, 3.15], [0.56, -0.76, -2.34], [4.37, 0.42, 0.88], [-1.05, -0.91, 0.50], [-2.29, 2.06, -8.30], [5.68, 4.48, 3.61], [4.36, 5.18, 2.43], [4.60, -2.20, 0.99], [3.43, -3.36, 4.48], [-4.93, 0.89, -7.24], [6.03, 3.49, 1.15], [5.41, 0.63, -0.73], [-0.87, -3.40, -2.36], [4.65, -5.15, 2.21]],
  "charge": 1,
  "homo_lumo_gap_ev": 6.62,
  "e_lumo_ev": -4.4
}

Record 2
{
  "formula": "C21H32Cl3GeN4PPtS3",
  "method": "ωB97M-V/def2-TZVPD",
  "elements": ["Pt", "Ge", "Cl", "Cl", "Cl", "S", "S", "S", "P", "N", "N", "N", "N", "C", "C", "C", "C", "C", "C", "C", "C", "C", "C", "C", "C", "C", "C", "C", "C", "C", "C", "C", "C", "C", "H", "H", "H", "H", "H", "H", "H", "H", "H", "H", "H", "H", "H", "H", "H", "H", "H", "H", "H", "H", "H", "H", "H", "H", "H", "H", "H", "H", "H", "H", "H", "H"],
  "xyz": [[-1.27, 2.20, -1.57], [-2.42, 4.04, -2.94], [-1.77, 3.75, -4.99], [-4.51, 3.48, -2.82], [-2.26, 6.10, -2.37], [-0.45, -5.15, -1.69], [0.89, -7.57, -0.62], [-0.80, -2.17, -1.34], [-0.13, 2.27, 0.48], [-2.14, -0.50, -4.66], [0.95, -5.04, 0.45], [-1.84, 0.51, -2.75], [0.58, -3.80, 0.25], [1.62, 2.70, -0.01], [1.72, -5.34, 1.58], [-0.10, 0.85, 1.68], [0.14, 0.49, -4.26], [-0.69, 3.85, 2.79], [-1.50, 0.27, 1.78], [3.14, -4.53, 3.35], [0.54, -5.95, -0.50], [3.20, -5.81, 3.88], [2.52, -6.85, 3.27], [-0.16, -3.62, -0.80], [-2.46, 3.72, 1.02], [-3.32, -0.57, -3.99], [1.76, -6.62, 2.14], [-0.96, 3.75, 1.29], [-1.26, 0.18, -3.90], [1.55, 3.63, -1.22], [2.44, 3.28, 1.13], [-3.13, 0.06, -2.80], [0.90, -0.22, 1.24], [2.40, -4.28, 2.21], [2.36, -3.30, 1.77], [-2.22, 1.00, 2.14], [0.67, -0.58, 0.24], [-2.68, 3.45, -0.03], [1.19, 4.62, -0.95], [-1.51, -0.56, 2.48], [2.07, 1.75, -0.32], [0.87, 3.21, -1.99], [-1.25, 3.10, 3.33], [-1.82, -0.10, 0.81], [-4.18, -1.06, -4.39], [-0.52, 4.62, 0.77], [2.54, -7.84, 3.70], [2.53, 3.75, -1.67], [-2.90, 4.69, 1.21], [2.45, 2.63, 2.00], [0.70, -0.43, -4.46], [3.78, -6.00, 4.78], [0.83, -1.06, 1.93], [0.62, 1.03, -3.44], [-2.96, 3.01, 1.67], [-1.97, -0.85, -5.59], [0.37, 3.76, 3.04], [0.18, 1.09, -5.17], [-1.02, 4.83, 3.14], [0.22, 1.26, 2.65], [1.15, -7.42, 1.74], [3.48, 3.40, 0.81], [2.08, 4.26, 1.43], [-3.82, 0.20, -1.99], [1.92, 0.15, 1.26], [3.68, -3.72, 3.82]],
  "charge": 3,
  "homo_lumo_gap_ev": [4.96, 4.98],
  "multiplicity": 2,
  "e_lumo_ev": [-11.8, -11.8]
}

Record 3
{
  "formula": "C21H32F3N6PSSeSiTi",
  "method": "ωB97M-V/def2-TZVPD",
  "elements": ["Se", "Ti", "S", "P", "Si", "F", "F", "F", "N", "N", "N", "N", "N", "N", "C", "C", "C", "C", "C", "C", "C", "C", "C", "C", "C", "C", "C", "C", "C", "C", "C", "C", "C", "C", "C", "H", "H", "H", "H", "H", "H", "H", "H", "H", "H", "H", "H", "H", "H", "H", "H", "H", "H", "H", "H", "H", "H", "H", "H", "H", "H", "H", "H", "H", "H", "H", "H"],
  "xyz": [[1.45, 0.56, 1.77], [-0.47, -0.23, 0.61], [-0.99, 1.86, -0.60], [0.71, -1.00, -1.52], [2.13, 2.89, 2.09], [-2.81, 3.26, -2.71], [-1.26, 2.07, -3.62], [-3.24, 2.04, -4.43], [-1.59, 0.40, 2.26], [-1.10, -4.29, 3.04], [-2.06, 1.12, 4.24], [-1.84, -0.19, 4.40], [-2.27, -0.38, -0.46], [-0.71, -2.00, 1.46], [-3.22, -1.26, -0.77], [1.34, 4.05, 0.80], [-1.91, 1.47, 2.96], [-0.37, -1.82, -2.78], [-3.83, -0.03, -2.72], [-2.13, 0.75, -1.20], [4.03, 2.77, 1.94], [-2.56, 2.08, -3.28], [1.55, 0.27, -2.57], [0.36, -2.41, -3.99], [-1.19, -1.93, 2.75], [2.28, 1.32, -1.75], [1.50, 3.25, 3.87], [2.66, -2.26, 0.11], [-4.04, -1.12, -1.87], [-1.54, -0.62, 3.19], [-2.88, 0.92, -2.39], [-0.50, -3.25, 0.99], [-0.69, -4.37, 1.77], [2.03, -2.29, -1.28], [-1.35, -3.09, 3.51], [2.25, -0.25, -3.23], [-0.17, -3.33, -0.04], [4.50, 3.67, 2.34], [-3.31, -2.11, -0.10], [1.65, 2.38, 4.50], [1.56, 1.88, -1.15], [0.44, 3.50, 3.88], [4.34, 2.66, 0.91], [-0.95, -2.60, -2.27], [2.80, -2.14, -2.05], [1.81, 3.95, -0.17], [3.21, -1.33, 0.26], [0.78, 0.75, -3.19], [-2.03, 2.46, 2.57], [-1.08, -1.07, -3.13], [3.35, -3.09, 0.23], [4.40, 1.91, 2.50], [3.01, 0.86, -1.08], [-4.82, -1.83, -2.08], [2.04, 4.08, 4.30], [2.80, 2.02, -2.40], [0.82, -1.62, -4.58], [-0.51, -5.36, 1.38], [0.28, 3.87, 0.67], [1.14, -3.10, -3.69], [1.47, 5.09, 1.11], [-0.35, -2.94, -4.62], [-4.40, 0.09, -3.63], [1.57, -3.27, -1.46], [-2.30, 1.68, 5.04], [-1.72, -3.02, 4.52], [1.91, -2.33, 0.90]],
  "charge": 1,
  "homo_lumo_gap_ev": [6.07, 6.52],
  "multiplicity": 2,
  "e_lumo_ev": [-4.3, -4.3]
}